(1)
89
Properties=species:S:1:pos:R:3:forces:R:3 method="wB97M-V/def2-TZVPD" charge=+3 homo_ev=-14.46 lumo_ev=-9.100 relative_energy_ev=2.080 e_tot_ha=-3593.8840 max_force_ha_per_bohr=0.0923
Hf 9.8429 11.1645 12.7549 1.03 1.20 1.15
O 11.4990 9.4339 14.6529 -0.44 2.83 0.43
C 11.4610 10.6738 14.9047 1.06 -0.39 -1.09
O 11.4479 11.5827 13.8495 0.02 -2.31 1.31
C 11.3479 11.3227 16.2611 0.20 -1.67 -0.01
P 9.9432 12.5037 16.1713 -1.60 0.10 -1.32
C 10.8008 13.9253 16.8022 0.99 0.00 -1.46
C 10.5161 14.4537 18.0096 0.00 0.74 2.28
C 11.4010 15.4271 18.5483 -1.10 0.08 -0.09
C 12.4503 15.9288 17.8034 -0.06 -0.46 0.02
C 12.7330 15.3649 16.5405 -0.07 0.42 0.23
C 11.9279 14.3707 16.0449 -1.02 0.18 0.20
C 8.8047 11.8792 17.4276 -0.15 0.62 0.05
C 9.3570 11.3732 18.5973 0.17 -0.74 0.05
C 8.6555 10.4281 19.3104 -1.28 0.18 0.63
C 7.3220 10.1173 18.9885 0.41 -0.16 -0.74
C 6.7097 10.7644 17.9081 -0.17 0.42 0.17
C 7.4328 11.7088 17.1654 0.35 -0.65 -0.71
H 12.2415 11.9198 16.5136 -0.14 -0.58 -0.18
H 11.1284 10.5170 16.9996 0.56 0.64 -0.40
H 9.6626 14.1007 18.6440 0.86 0.35 -0.78
H 11.1468 15.8151 19.5374 0.34 0.03 -0.31
H 13.0364 16.7442 18.2078 0.16 -0.13 -0.09
H 13.5541 15.7335 15.9343 -0.05 0.04 0.15
H 12.0503 14.0254 15.0198 0.20 -0.18 0.23
H 10.3707 11.6089 18.9228 -0.15 -0.01 -0.29
H 9.0916 9.9954 20.1895 0.18 -0.25 0.24
H 6.8071 9.3128 19.5123 0.05 0.36 0.03
H 5.6668 10.5639 17.6253 0.48 0.07 0.35
H 6.9686 12.2277 16.3019 0.38 -0.37 0.54
C 5.3776 12.5577 12.2398 -0.70 -0.71 -0.10
C 6.6681 12.0033 12.6230 2.63 -0.22 0.40
N 7.7544 11.6286 12.8885 -4.39 1.44 -1.08
H 4.6174 11.7448 12.1510 0.64 0.42 0.00
H 5.4278 13.0998 11.2806 0.31 -0.24 0.36
H 5.0118 13.2380 13.0084 0.27 0.14 0.17
N 10.4924 7.4807 12.9522 -0.67 -0.52 -0.29
C 9.1209 7.0760 13.4994 0.52 0.73 0.93
C 8.1540 8.2539 13.5228 0.08 -0.19 -0.25
N 8.7477 9.4840 14.1094 -0.21 -0.10 0.85
H 11.1195 6.6764 12.9340 0.08 -0.15 0.10
H 10.9352 8.2116 13.5444 0.17 0.07 0.05
H 10.4376 7.8220 11.9800 -0.05 -0.15 0.38
H 9.2881 6.6989 14.5303 0.04 0.12 -0.69
H 8.6839 6.3054 12.8897 0.13 -0.45 -0.25
H 7.2677 7.9055 14.0658 0.15 0.22 -0.02
H 7.8547 8.4957 12.5104 -0.22 -0.01 -0.28
H 9.2945 9.2084 14.9354 -0.12 0.20 -0.20
H 7.9883 10.0639 14.5001 0.31 -0.36 -0.06
C 6.0949 15.9319 16.8919 -0.95 -0.38 0.78
N 7.2133 16.7091 16.4733 1.01 0.24 -1.13
C 7.8037 17.8705 17.1855 -1.37 -0.45 1.28
C 8.9601 18.2594 16.3070 1.76 0.91 0.57
N 8.9777 17.2505 15.2901 -0.07 -0.64 -1.11
C 7.9463 16.3623 15.3836 1.38 1.06 1.27
S 7.8640 14.9803 14.4398 -0.45 -0.46 -0.32
H 5.7634 16.2208 17.9187 0.32 -0.06 -0.88
H 6.3989 14.8699 16.9246 -0.33 0.35 -0.07
H 5.2540 16.0715 16.1839 0.30 -0.24 0.49
H 8.0953 17.5598 18.2286 -0.10 0.20 -1.03
H 7.0604 18.6776 17.3163 0.26 -0.38 -0.22
H 9.9134 18.2041 16.8922 -0.66 0.22 -0.46
H 8.8933 19.2735 15.8751 -0.16 -0.41 0.25
H 9.7066 17.2356 14.5696 -0.89 -0.30 0.53
C 7.6562 9.9224 8.2740 -0.06 -0.22 0.25
C 7.8380 11.3997 8.0401 0.85 -0.18 -0.58
C 8.6732 11.7189 6.8002 0.71 -0.16 0.86
O 8.4765 12.0306 9.2753 0.93 -0.42 0.48
P 9.9133 11.8374 9.8706 0.40 1.18 -1.17
S 10.2071 13.2167 11.3749 -0.64 -0.95 -0.41
S 10.1836 9.9171 10.6758 -0.26 0.08 -0.04
O 10.9448 12.0286 8.7219 -0.50 -0.27 0.57
C 12.4443 12.2489 8.6680 0.26 -0.12 -0.98
C 12.7325 13.7430 8.7513 -0.16 -0.35 1.09
C 13.1749 11.4740 9.7319 -0.50 1.22 0.82
H 7.0612 9.4931 7.4591 -0.07 0.21 0.21
H 7.1241 9.7865 9.2329 0.25 -0.30 -0.44
H 8.6122 9.3652 8.2450 -0.39 0.37 0.22
H 6.8977 11.9150 8.0404 -0.43 0.28 -0.01
H 9.4985 10.9608 6.7720 -0.47 0.91 -0.23
H 9.0707 12.7575 6.8749 -0.25 -0.83 -0.31
H 8.0737 11.6021 5.9000 -0.08 0.07 0.03
H 12.6786 11.8532 7.6564 -0.26 0.28 0.65
H 12.2510 14.1804 9.6603 0.47 -0.29 -0.69
H 12.4224 14.2929 7.8847 -0.29 0.16 -0.44
H 13.8174 13.8500 8.8508 -0.16 0.10 0.00
H 12.9459 11.9822 10.6859 0.09 -0.50 -0.03
H 14.2241 11.6450 9.5873 0.60 -0.07 -0.22
H 12.9960 10.4186 9.7939 -0.23 -0.46 -0.17

---

(2)
91
Properties=species:S:1:pos:R:3:forces:R:3 method="wB97M-V/def2-TZVPD" charge=+1 homo_ev=-11.88 lumo_ev=-5.170 e_tot_ha=-5257.1415 max_force_ha_per_bohr=0.0448
N 0.6536 2.9080 -3.2800 0.85 0.24 -0.47
C -0.2857 2.3793 -2.9004 -0.84 0.02 0.53
O -1.3991 1.8682 -2.4695 -0.09 -0.37 0.08
C -1.7182 2.0272 -1.0326 0.72 0.41 -0.61
P -1.6050 3.8385 -0.5836 -1.30 0.98 1.63
N -2.7662 4.2953 0.3778 0.19 -0.92 -0.56
C -3.1815 1.6392 -1.0332 0.58 0.34 0.31
N -3.3421 0.4286 -0.6681 -0.42 0.28 0.52
S -5.0328 -0.0743 -0.5290 -0.55 0.88 -0.62
O -5.6294 0.8797 0.3089 -0.02 -0.18 0.17
O -5.4501 -0.2866 -1.8544 0.06 -0.35 -0.07
F -4.8516 -1.3874 0.1824 0.10 -0.29 0.24
C -2.0164 -0.2626 -0.4383 0.30 -0.92 -0.09
Br -1.9789 -1.6278 0.9324 -0.21 0.37 0.17
C -1.6972 -1.0408 -1.7478 0.18 -0.18 0.17
C -2.8335 -1.8763 -2.2825 -0.28 -0.23 -0.26
N -3.1253 -3.0131 -1.8115 0.18 0.28 0.02
C -1.0745 0.9523 -0.1173 0.78 -1.07 -0.41
C 0.3413 0.4576 -0.5164 0.36 0.49 -0.29
C 1.5497 1.1689 0.0682 0.48 0.07 -0.18
N 1.6045 2.6018 -0.2451 -0.61 -0.13 0.34
C -1.0049 1.3681 1.3679 -1.54 0.33 -0.73
B -2.3328 1.6070 2.2159 0.08 0.55 0.24
O -2.3466 2.6452 3.1175 0.28 -0.68 0.34
O -3.4588 0.8375 2.0673 0.46 -0.55 -0.08
H -1.6654 4.5343 -1.8004 0.51 -0.34 -0.31
H -0.3618 4.0705 -0.0087 0.37 -0.10 -0.55
H -3.4157 3.5678 0.6564 -0.20 0.34 0.29
H -3.9699 2.3396 -1.2760 -0.31 -0.17 -0.07
H -0.8813 -1.7162 -1.5190 0.13 -0.05 0.07
H -1.3450 -0.3758 -2.5265 -0.15 0.20 -0.06
H -3.3711 -1.4676 -3.1391 -0.01 0.17 -0.05
H -3.9010 -3.4131 -2.3371 -0.03 -0.12 0.03
H 0.4505 -0.5867 -0.2284 -0.23 -0.10 0.24
H 0.4854 0.4749 -1.5949 -0.15 0.00 -0.15
H 2.3943 0.6951 -0.4157 0.17 -0.17 -0.03
H 1.7041 0.9747 1.1263 -0.32 -0.01 0.17
H 1.5786 3.1292 0.6163 0.27 0.19 -0.04
H 2.4533 2.8357 -0.7362 0.06 0.09 -0.01
H -0.4851 2.3196 1.4091 0.41 -0.05 0.10
H -0.4307 0.6021 1.8836 0.19 0.00 0.13
H -2.0369 2.4342 4.0067 -0.11 0.52 0.14
H -3.8584 0.6431 2.9242 -0.49 0.42 -0.13
C -5.2736 4.1802 5.2736 0.05 -0.14 0.03
C -4.1501 4.9376 5.9661 -0.21 0.21 -0.34
C -4.4506 6.4257 6.0437 0.11 0.04 0.09
O -2.9155 4.7191 5.2809 0.12 -0.19 0.19
H -5.3958 4.5368 4.2473 -0.03 0.07 0.02
H -5.0437 3.1146 5.2252 0.00 -0.01 0.04
H -6.2208 4.3074 5.7984 -0.01 0.01 -0.01
H -4.0078 4.5411 6.9719 0.11 -0.04 -0.01
H -4.5505 6.8461 5.0394 -0.07 -0.04 -0.02
H -3.6371 6.9535 6.5405 0.00 -0.02 0.04
H -5.3744 6.6163 6.5905 -0.01 0.00 -0.01
H -3.0107 5.0587 4.3838 0.00 -0.02 -0.03
C 5.3923 -0.0231 -3.7552 0.10 0.03 0.15
C 4.1161 -0.3770 -3.0107 -0.04 0.19 -0.39
C 2.9333 -0.4947 -3.9587 -0.11 -0.03 0.09
O 3.8355 0.6096 -2.0097 0.03 -0.06 0.10
H 5.2858 0.9408 -4.2601 -0.05 -0.03 -0.07
H 6.2281 0.0624 -3.0612 0.01 -0.04 0.01
H 5.6362 -0.7782 -4.5028 -0.01 0.01 -0.02
H 4.2513 -1.3179 -2.4766 -0.05 0.03 0.11
H 2.7567 0.4571 -4.4679 0.07 -0.01 -0.04
H 2.0250 -0.7458 -3.4061 0.02 -0.07 0.01
H 3.1049 -1.2649 -4.7105 0.00 -0.01 -0.01
H 3.7097 1.4532 -2.4599 0.06 -0.02 -0.10
C 2.8523 -3.7091 2.7974 0.07 0.16 0.05
C 1.5193 -3.0947 2.4071 0.21 -0.33 -0.25
C 0.6024 -4.1039 1.7341 -0.04 0.15 0.03
O 1.7236 -1.9742 1.5317 -0.18 0.13 0.11
H 3.3766 -4.0745 1.9103 -0.05 -0.07 -0.01
H 3.4918 -2.9662 3.2732 -0.02 0.00 0.03
H 2.7167 -4.5435 3.4854 -0.01 -0.02 -0.01
H 1.0292 -2.6931 3.2952 0.00 0.14 -0.03
H 1.0547 -4.4746 0.8103 0.04 -0.03 0.02
H -0.3283 -3.6053 1.4703 -0.04 -0.22 -0.02
H 0.3861 -4.9565 2.3776 0.01 0.01 0.02
H 2.1633 -2.3051 0.7399 0.09 -0.03 0.01
C 5.3183 -4.4880 -3.8838 0.01 0.18 0.04
C 4.4392 -4.7843 -2.6791 -0.03 -0.28 -0.40
C 4.2005 -6.2771 -2.5196 -0.08 0.02 0.15
O 3.1899 -4.0948 -2.8010 0.02 0.21 0.25
H 4.8365 -4.8363 -4.8013 0.01 -0.08 0.02
H 5.4801 -3.4139 -3.9858 0.03 0.00 0.03
H 6.2881 -4.9777 -3.7976 0.00 -0.02 -0.01
H 4.9100 -4.3906 -1.7772 -0.09 0.08 0.03
H 3.6875 -6.6763 -3.3985 0.07 0.00 -0.05
H 3.5681 -6.4740 -1.6537 0.03 0.01 0.03
H 5.1389 -6.8172 -2.3945 0.01 -0.01 -0.02
H 2.7486 -4.4230 -3.5915 0.01 -0.04 -0.02